Entry 1:
The following is a quantum chemistry calculation of C5H7N3O in the gas phase at a distorted geometry, from OMol25.

LUMO level ... 0.36 eV
2S+1 ... 1
Energy above the lowest of the compared OMol25 structures with the same formula, charge and spin ... 2.228 eV
DFT total energy ... -434.16242 Eh
Gap between HOMO and LUMO ... 0.341 hartree
HOMO ... -8.92 eV
SMILES ... CC(=O)Nc1ncc[nH]1

Cartesian coordinates (Å):
C -1.8217 0.9632 0.6976
C -2.0169 -0.4194 -0.0166
O -3.0921 -0.7240 -0.3493
N -0.8937 -1.1092 -0.3955
C 0.4164 -0.7355 -0.1977
N 1.3327 -1.3391 0.5610
C 2.4105 -0.6008 0.4877
C 2.3166 0.3945 -0.4295
N 1.0016 0.3526 -0.8537
H -1.7743 1.7739 0.0583
H -0.6755 0.8879 1.3254
H -2.8493 0.9489 1.4899
H -1.2377 -1.9331 -1.0859
H 3.3751 -0.7943 1.0938
H 2.9109 1.2702 -0.6545
H 0.5977 1.0642 -1.7310

---

Entry 2:
The following is a quantum chemistry calculation of CH4Cl2OSi in the gas phase at a distorted geometry, from OMol25.

LUMO level ... 0.27 eV
2S+1 ... 1
Energy above the lowest of the compared OMol25 structures with the same formula, charge and spin ... 0.624 eV
DFT total energy ... -1325.75920 Eh
Gap between HOMO and LUMO ... 0.409 hartree
HOMO ... -10.86 eV
SMILES ... C[Si](O)(Cl)Cl

Cartesian coordinates (Å):
C 0.3926 -0.4649 -1.0426
Si -0.4221 0.1467 0.4724
O 0.4148 1.2737 1.3255
Cl -0.7822 -1.3828 2.1997
Cl -2.3136 0.8039 -0.0696
H 0.8568 -1.4024 -0.6373
H -0.4010 -0.7402 -1.7067
H 1.0625 0.1575 -1.4456
H 1.1923 1.6085 0.9043

---

Entry 3:
The following is a quantum chemistry calculation of 2 unconnected molecules or ions with the total composition C24H26BF2O3 at a distorted geometry, from OMol25.

LUMO level ... -5.56 eV
2S+1 ... 1
Total charge ... +1
Energy above the lowest of the compared OMol25 structures with the same formula, charge and spin ... 9.541 eV
DFT total energy ... -1379.89996 Eh
Gap between HOMO and LUMO ... 0.153 hartree
HOMO ... -9.72 eV

Cartesian coordinates (Å):
C 4.8011 0.8500 0.3622
C 3.5007 0.2115 0.6706
C 3.2647 -0.9747 1.3926
C 1.9044 -1.0206 1.7181
C 1.1259 0.2052 1.4755
B 2.5124 -0.3676 -4.1875
O 2.1671 -1.3916 -3.4029
C 0.9577 -0.9797 -2.5876
C -0.1866 -1.5819 -3.3753
C 1.0591 -1.5808 -1.2250
C 0.9519 0.6382 -2.6370
C -0.2680 1.3121 -3.2826
C 1.3251 1.4212 -1.4773
O 2.0089 0.8182 -3.7711
O 2.3508 0.9723 0.6918
H 5.6231 0.1364 0.4610
H 4.9666 1.2754 -0.6421
H 4.9641 1.6488 1.1052
H 4.0277 -1.7422 1.5945
H 1.3693 -1.9321 1.9901
H -1.1719 -1.4182 -2.9430
H -0.1798 -1.2359 -4.4133
H 0.0053 -2.6559 -3.3616
H 0.0834 -1.9898 -0.9331
H 1.7650 -2.4151 -1.2387
H 1.3723 -0.8544 -0.4728
H -1.1346 1.1914 -2.6125
H -0.0953 2.3956 -3.3468
H -0.5339 0.9062 -4.2698
H 0.4686 2.0360 -1.0953
H 1.2304 0.9549 2.3981
H 2.4116 1.6074 -1.3279
F -5.1304 -3.2857 0.3211
C -3.9719 -2.5225 0.4289
C -3.6209 -1.5853 -0.5479
C -2.4398 -0.8211 -0.4034
C -1.5787 -0.9601 0.7382
C -0.3131 0.0882 0.9902
C -1.0980 1.0963 1.8494
C -1.6496 2.2812 1.3381
C -2.1270 3.2523 2.2423
C -2.0526 2.9715 3.6122
F -2.6053 3.8892 4.4816
C -1.6350 1.7322 4.1270
C -1.2284 0.7589 3.2131
C -1.9576 -1.9340 1.6930
C -3.1521 -2.6934 1.5425
H -4.2580 -1.4993 -1.4270
H -2.2024 -0.1025 -1.2118
H -0.0999 0.5143 0.0011
H -1.6898 2.4324 0.2429
H -2.5526 4.1960 1.8725
H -1.6381 1.5290 5.2026
H -0.9121 -0.2438 3.5585
H -1.3081 -2.0930 2.5882
H -3.4260 -3.4412 2.2902

---

Entry 4:
The following is a quantum chemistry calculation of a molecular structure, C29H59ClP2PtSi3 at a distorted geometry, from OMol25.

LUMO level (spin up / spin down) ... 0.61 / -2.61 eV
⟨S²⟩ ... 6.028
2S+1 ... 5
Energy above the lowest of the compared OMol25 structures with the same formula, charge and spin ... 0.674 eV
DFT total energy ... -3270.92951 Eh
Gap between HOMO and LUMO (spin up / spin down) ... 0.176 / 0.201 hartree
HOMO (spin up / spin down) ... -4.19 / -8.08 eV

Cartesian coordinates (Å):
Pt 0.4146 -0.8394 -0.7575
C -0.4641 3.3757 -0.5349
C 0.9106 3.2822 -0.8668
C 0.9953 2.7970 -2.2097
Si 2.1589 3.3441 0.5083
C -0.3234 2.5073 -2.6483
C -1.2245 2.8133 -1.5842
Si -2.9782 2.3032 -1.2503
H -0.8628 3.7665 0.4017
H 1.9113 2.6678 -2.7768
H -0.6125 2.1010 -3.6221
Cl 0.8647 -3.0737 -1.1961
C -3.7154 3.3764 0.0856
C -3.9027 2.5686 -2.8477
C 1.5585 4.4645 1.8824
C 3.7098 4.0621 -0.2275
H -3.8839 3.6519 -3.0481
H -4.9529 2.2581 -2.7595
H -3.4447 2.0600 -3.7059
H -3.4278 3.0262 1.0865
H -4.8120 3.3599 0.0128
H -3.3752 4.4150 -0.0328
H 3.4515 5.0650 -0.5974
H 4.1070 3.4854 -1.0694
H 4.4907 4.1735 0.5350
H 1.0503 5.3407 1.4561
H 2.4170 4.8126 2.4737
H 0.8606 3.9436 2.5515
C -2.8323 0.5306 -0.5211
C 2.1556 1.5516 1.1940
P -1.9497 -0.8760 -1.3216
H -3.8688 0.2425 -0.2776
H -2.3072 0.6333 0.4458
P 2.4577 0.0241 0.1874
H 1.1449 1.3731 1.6039
H 2.8325 1.5803 2.0636
C 3.4036 -1.1658 1.3199
C 3.8588 0.5808 -0.9229
C -2.4405 -0.6848 -3.1220
C -2.9569 -2.4139 -0.8668
C -2.2657 -3.3103 0.1581
H -2.9995 -2.9620 -1.8237
C -4.3836 -2.1344 -0.3686
H -4.3655 -1.6489 0.6178
H -4.8896 -3.1032 -0.2433
H -4.9908 -1.5335 -1.0554
H -1.3894 -3.8091 -0.2737
H -2.9728 -4.0645 0.5393
H -1.9126 -2.7032 1.0034
H -2.0079 0.2975 -3.3794
C -3.9595 -0.6656 -3.3450
C -1.8278 -1.7654 -4.0277
H -4.4923 0.0927 -2.7624
H -4.4004 -1.6502 -3.1414
H -4.1386 -0.4420 -4.4069
H -0.8989 -1.4139 -4.4865
H -2.5200 -1.9858 -4.8522
H -1.6244 -2.7020 -3.4903
H 3.3935 1.3921 -1.5083
C 4.3533 -0.5142 -1.8809
C 5.0671 1.1139 -0.1385
H 4.8318 1.9193 0.5634
H 5.7913 1.5164 -0.8616
H 5.5683 0.3044 0.4077
H 3.8330 -0.4650 -2.8404
H 4.2341 -1.5233 -1.4621
H 5.4215 -0.3571 -2.0892
C 2.6140 -2.4179 1.6718
C 3.9147 -0.5293 2.6179
H 4.2602 -1.4646 0.6963
H 3.0770 -0.2322 3.2654
H 4.5718 0.3336 2.4580
H 4.4978 -1.2852 3.1635
H 1.6339 -2.1249 2.0745
H 3.1497 -3.0026 2.4364
H 2.4290 -3.0498 0.7949
C 1.1553 -0.6930 -2.7938
H 1.2298 0.3597 -3.0908
H 2.1280 -1.1857 -2.8006
H 0.4339 -1.2469 -3.3921
C 0.3554 -1.7571 5.1632
Si -0.8013 -2.3120 3.7825
C -0.3267 -4.0649 3.2631
C -2.5937 -2.3154 4.3187
C -0.5492 -1.2642 2.2735
C -0.2272 -0.9464 1.1030
H 0.2312 -2.3893 6.0564
H 0.1553 -0.7133 5.4479
H 1.4064 -1.8313 4.8422
H -0.3556 -4.7453 4.1282
H -1.0238 -4.4439 2.4988
H 0.6878 -4.0881 2.8346
H -2.9610 -1.2942 4.4890
H -3.2325 -2.7802 3.5537
H -2.7329 -2.8827 5.2505

---

Entry 5:
The following is a quantum chemistry calculation of 2 unconnected molecules or ions with the total composition C3H13N2S2, from OMol25.

LUMO level ... -3.35 eV
2S+1 ... 1
Total charge ... +1
Energy above the lowest of the compared OMol25 structures with the same formula, charge and spin ... 0.000 eV
DFT total energy ... -1027.73837 Eh
Gap between HOMO and LUMO ... 0.342 hartree
HOMO ... -12.65 eV

Cartesian coordinates (Å):
N 0.9627 1.1937 0.3374
C 0.2517 0.0994 1.1078
C -0.2527 0.6428 2.4353
N -0.8727 -0.4313 3.1761
H 0.2893 1.8735 -0.0186
H 1.6297 1.6783 0.9398
H 1.4500 0.8026 -0.4740
H -0.5528 -0.2460 0.4557
H 0.9638 -0.7190 1.2352
H 0.5988 1.0169 3.0041
H -0.9046 1.4995 2.2523
H -0.7924 -0.2927 4.1734
H -1.8525 -0.5411 2.9511
C -0.6597 -0.6033 -3.7763
S 0.7503 -0.0443 -2.7762
S 1.3824 -1.8382 -1.9533
H -0.3283 -1.4524 -4.3580
H -0.9224 0.1987 -4.4605
H -1.5025 -0.8044 -3.1294
H 0.3618 -2.0325 -1.1219

---

Entry 6:
The following is a quantum chemistry calculation of C5H10O in the gas phase, from OMol25.

LUMO level ... 1.03 eV
2S+1 ... 1
Energy above the lowest of the compared OMol25 structures with the same formula, charge and spin ... 1.060 eV
DFT total energy ... -271.71366 Eh
Gap between HOMO and LUMO ... 0.410 hartree
HOMO ... -10.11 eV
SMILES ... OCC1CCC1

Cartesian coordinates (Å):
O -0.3551 0.7094 -2.6033
C 0.0777 1.0628 -1.3037
C 0.3279 -0.1337 -0.4040
C 0.9857 0.1528 0.9640
C -0.0329 -0.7951 1.6344
C -0.8806 -0.7587 0.3425
H -1.1526 0.1738 -2.5094
H 1.0060 1.6282 -1.4412
H -0.6446 1.7396 -0.8137
H 0.8846 -0.8886 -0.9716
H 0.8474 1.1966 1.2693
H 2.0458 -0.0991 1.0609
H 0.3867 -1.7863 1.8297
H -0.5123 -0.4361 2.5496
H -1.7157 -0.0513 0.4212
H -1.2679 -1.7143 -0.0247